C5H13NS | wB97M-V/def2-TZVPD

Bonds (Å) are listed after each position.
Element x y z (Å)
1 H 2.526 1.629 -1.251  N7 1.008
2 H 1.573 0.620 1.393  S10 1.417
3 C -2.469 -0.739 -0.560  H6 1.094, H8 1.088, C11 1.493, H14 1.088
4 H 3.759 -0.860 -0.665  C16 1.083
5 C 0.379 -0.876 -0.021  H9 1.081, S10 1.778, H15 1.081
6 H -3.421 -0.217 -0.690  C3 1.094
7 N 1.645 1.224 -0.975  H1 1.008, S10 1.533
8 H -2.297 -1.358 -1.438  C3 1.088
9 H 0.422 -1.524 -0.885  C5 1.081
10 S 1.836 0.136 0.088  H2 1.417, C5 1.778, N7 1.533, C16 1.691
11 C -1.380 0.268 -0.388  C3 1.493, H17 1.082, C19 1.498
12 H 3.409 -1.217 1.067  C16 1.082
13 H -0.576 1.783 0.885  C19 1.087
14 H -2.560 -1.380 0.315  C3 1.088
15 H 0.196 -1.395 0.909  C5 1.081
16 C 3.402 -0.473 0.281  H4 1.083, S10 1.691, H12 1.082
17 H -1.047 0.765 -1.288  C11 1.082
18 H -2.325 1.840 0.693  C19 1.091
19 C -1.470 1.170 0.804  C11 1.498, H13 1.087, H18 1.091, H20 1.088
20 H -1.603 0.605 1.724  C19 1.088

Calculated values
Energy relative to the best compared isomer or geometry (same formula, charge and spin) (kJ/mol): 562.6
HOMO (eV): -7.80
Charge: 0
Orbital gap (eV): 8.6

C5H13NS | wB97M-V/def2-TZVPD

Bonds (Å) are listed after each position.
Element x y z (Å)
1 H 1.970 0.277 -1.030  C16 1.086
2 C 1.289 0.167 1.067  H4 1.164, C9 1.558, H12 1.052, C16 1.520
3 C -0.238 1.137 -1.625  H7 1.186, N15 1.424, H19 1.131, H20 1.106
4 H 1.245 1.327 1.156  C2 1.164
5 H -0.498 -1.140 1.370  C9 1.079
6 C -1.068 -1.017 -1.022  H10 1.075, H11 1.122, H13 1.071, N15 1.467
7 H 0.200 0.762 -2.661  C3 1.186
8 S -1.247 1.169 1.821  C9 1.886, H17 1.357
9 C -0.022 -0.265 1.787  C2 1.558, H5 1.079, S8 1.886, H14 1.164
10 H -2.098 -0.922 -0.732  C6 1.075
11 H -0.891 -1.328 -2.085  C6 1.122
12 H 2.185 -0.166 1.505  C2 1.052
13 H -0.751 -1.884 -0.478  C6 1.071
14 H 0.179 -0.413 2.924  C9 1.164
15 N -0.088 0.036 -0.733  C3 1.424, C6 1.467, C16 1.450
16 C 1.287 -0.271 -0.389  H1 1.086, C2 1.520, N15 1.450, H18 1.228
17 H -2.216 0.548 2.539  S8 1.357
18 H 1.676 -1.434 -0.475  C16 1.228
19 H 0.368 1.963 -1.147  C3 1.131
20 H -1.285 1.454 -1.792  C3 1.106

Calculated values
Energy relative to the best compared isomer or geometry (same formula, charge and spin) (kJ/mol): 214.6
HOMO (eV): -7.87
Charge: 0
Orbital gap (eV): 8.8

Number 1: maximum force 3.745 eV/A, LUMO 0.77 eV. Number 2: maximum force 3.083 eV/A, LUMO 0.92 eV.